[1]
119
Properties=species:S:1:pos:R:3 method="wB97M-V/def2-TZVPD" total_charge=-2 lumo_energy_ha=0.1309 gap_ha=0.227 homo_ev=-2.61 relative_energy_kcal_mol=0.0 total_energy_ev=-305476.261
K 1.977 0.755 1.964
C -7.418 -1.229 2.658
O -7.377 -2.639 2.750
C -6.237 -3.193 3.293
C -6.154 -4.586 3.239
C -5.054 -5.227 3.767
C -4.000 -4.509 4.332
C -4.094 -3.126 4.391
C -5.211 -2.467 3.885
N -3.007 -5.304 4.976
N -1.810 -5.003 5.067
C -1.065 -4.016 4.404
C 0.078 -3.701 5.137
C 0.974 -2.705 4.809
C 0.806 -1.947 3.634
O 1.547 -0.984 3.302
C -0.319 -2.347 2.756
N -0.405 -1.691 1.580
C -1.389 -1.984 0.767
C -2.269 -3.048 0.988
C -2.161 -3.759 2.151
C -1.229 -3.370 3.134
H -8.332 -0.979 2.121
H -6.555 -0.848 2.103
H -7.443 -0.760 3.646
H -6.966 -5.139 2.786
H -4.982 -6.306 3.747
H -3.297 -2.553 4.842
H -5.253 -1.391 3.952
H 0.218 -4.262 6.052
H 1.801 -2.494 5.473
H -1.462 -1.383 -0.135
H -2.997 -3.322 0.235
H -2.791 -4.623 2.312
C 0.359 -1.780 -2.886
As 1.484 -1.524 -1.278
C 1.364 -3.434 -0.797
C 3.264 -1.765 -2.161
C 4.090 -0.566 -2.678
C 5.444 -1.135 -3.123
C 4.399 0.477 -1.579
As 2.961 1.708 -0.919
C 3.192 3.098 -2.317
C 4.160 2.582 0.370
C 3.384 0.143 -3.849
As 3.662 -0.481 -5.696
C 2.288 -1.868 -5.881
C 2.571 0.950 -6.484
H 0.764 -2.565 -3.524
H 0.262 -0.856 -3.453
H -0.637 -2.081 -2.551
H 1.834 -4.047 -1.571
H 0.313 -3.711 -0.708
H 1.847 -3.634 0.157
H 3.102 -2.476 -2.980
H 3.872 -2.288 -1.415
H 6.000 -1.484 -2.251
H 6.043 -0.374 -3.630
H 5.324 -1.978 -3.812
H 5.221 1.112 -1.930
H 4.762 -0.037 -0.685
H 4.229 3.125 -2.659
H 2.943 4.070 -1.891
H 2.527 2.920 -3.163
H 5.033 2.990 -0.148
H 4.494 1.856 1.114
H 3.617 3.363 0.897
H 3.762 1.166 -3.907
H 2.309 0.223 -3.657
H 2.600 -2.789 -5.389
H 2.157 -2.072 -6.946
H 1.343 -1.538 -5.460
H 3.104 1.898 -6.418
H 1.620 1.044 -5.957
H 2.381 0.729 -7.535
Cl -1.424 1.314 2.607
C -2.741 1.786 1.568
C -4.031 1.698 2.070
C -5.097 2.107 1.286
C -4.874 2.572 -0.002
C -3.578 2.650 -0.489
C -2.483 2.272 0.283
P -0.692 2.486 -0.181
C -0.921 2.614 -2.026
C -1.270 1.420 -2.665
C -1.396 1.344 -4.040
C -1.147 2.465 -4.824
C -0.773 3.649 -4.209
C -0.665 3.722 -2.825
C -0.592 4.288 0.235
C 0.612 4.940 -0.040
C 0.787 6.279 0.247
C -0.239 7.007 0.841
C -1.429 6.372 1.143
C -1.603 5.023 0.839
H -4.183 1.330 3.074
H -6.104 2.064 1.682
H -5.704 2.898 -0.615
H -3.404 3.037 -1.485
H -1.436 0.534 -2.062
H -1.678 0.406 -4.504
H -1.233 2.410 -5.902
H -0.564 4.527 -4.808
H -0.380 4.661 -2.366
H 1.435 4.359 -0.434
H 1.735 6.754 0.029
H -0.098 8.052 1.089
H -2.233 6.918 1.620
H -2.539 4.554 1.105
F 1.389 2.694 1.347
O 3.919 -3.252 1.625
C 3.708 -2.149 1.408
F 5.476 -1.206 2.832
Te 3.978 -0.992 4.273
F 4.434 -2.008 5.928
F 2.935 -0.017 5.555
F 3.768 0.729 3.341
F 5.425 -0.022 5.013
O 3.333 -1.117 1.063



[2]
122
Properties=species:S:1:pos:R:3 method="wB97M-V/def2-TZVPD" total_charge=-2 lumo_energy_ha=0.1246 gap_ha=0.204 homo_ev=-2.17 relative_energy_kcal_mol=0.0 total_energy_ev=-138203.832
Rb -0.055 0.433 -0.048
C 3.771 2.064 3.226
Si 4.020 1.148 1.584
C 3.027 -0.452 1.830
C 5.841 0.597 1.635
C 3.570 2.072 0.105
Si 4.145 1.473 -1.487
C 5.909 2.007 -1.967
C 3.104 1.909 -3.002
C 4.184 -0.430 -1.563
Si 2.983 3.751 0.300
C 4.273 5.029 0.886
C 2.253 4.585 -1.235
C 1.543 3.923 1.560
C 1.413 5.010 2.427
C 0.296 5.126 3.243
C -0.685 4.150 3.170
C -0.488 3.094 2.290
N 0.591 2.972 1.519
H 4.141 1.407 4.023
H 2.711 2.254 3.417
H 4.305 3.014 3.302
H 3.434 -1.096 2.620
H 3.001 -1.040 0.909
H 1.989 -0.217 2.091
H 6.057 0.003 2.532
H 6.483 1.484 1.648
H 6.122 0.003 0.760
H 5.978 3.098 -2.026
H 6.201 1.594 -2.942
H 6.634 1.673 -1.218
H 3.216 2.937 -3.349
H 2.039 1.742 -2.822
H 3.409 1.251 -3.826
H 4.738 -0.904 -0.751
H 4.623 -0.754 -2.516
H 3.150 -0.791 -1.529
H 5.106 5.009 0.177
H 4.681 4.801 1.875
H 3.872 6.049 0.898
H 3.007 4.766 -2.004
H 1.851 5.558 -0.926
H 1.439 4.009 -1.682
H 2.193 5.761 2.463
H 0.193 5.965 3.922
H -1.581 4.190 3.775
H -1.231 2.307 2.210
C 0.707 -1.332 -4.781
C 0.049 -0.361 -3.806
O -0.208 -0.808 -2.682
C -0.194 0.999 -4.232
C 0.098 1.367 -5.566
C -0.013 2.650 -6.029
C -0.421 3.657 -5.123
C -0.710 3.360 -3.825
C -0.631 2.017 -3.293
O -0.908 1.805 -2.086
H 0.804 -2.293 -4.280
H 1.697 -0.974 -5.069
H 0.118 -1.460 -5.691
H 0.433 0.603 -6.258
H 0.219 2.890 -7.058
H -0.497 4.686 -5.462
H -1.011 4.129 -3.123
O -0.646 -0.261 3.162
H 0.159 -0.734 3.391
H -1.108 -0.863 2.547
S -4.026 -3.470 0.395
C -2.679 -2.610 0.787
N -1.712 -2.021 1.080
F 6.709 -6.039 -2.624
C 5.861 -6.773 -1.884
F 6.589 -7.314 -0.879
F 5.469 -7.811 -2.659
C 4.698 -5.987 -1.367
C 4.549 -4.646 -1.656
C 3.455 -3.951 -1.145
C 2.513 -4.585 -0.348
C 2.680 -5.945 -0.071
C 3.761 -6.643 -0.573
P 1.080 -3.585 0.264
C 1.038 -4.190 1.997
C -0.158 -4.471 2.663
C -0.155 -4.813 4.006
C 1.042 -4.869 4.706
C 2.237 -4.575 4.066
C 2.231 -4.239 2.723
C 1.046 -5.303 6.139
F -0.067 -4.932 6.798
F 2.096 -4.811 6.826
F 1.119 -6.654 6.261
C -0.266 -4.534 -0.550
C -0.673 -5.818 -0.185
C -1.625 -6.492 -0.928
C -2.181 -5.884 -2.047
C -1.800 -4.606 -2.408
C -0.843 -3.932 -1.661
C -3.218 -6.632 -2.824
F -3.623 -5.977 -3.926
F -2.754 -7.839 -3.240
F -4.325 -6.896 -2.100
H 5.278 -4.128 -2.265
H 3.347 -2.898 -1.371
H 1.956 -6.457 0.553
H 3.883 -7.697 -0.354
H -1.097 -4.415 2.131
H -1.089 -5.027 4.508
H 3.169 -4.605 4.615
H 3.169 -4.005 2.234
H -0.252 -6.293 0.693
H -1.946 -7.484 -0.635
H -2.256 -4.120 -3.260
H -0.564 -2.924 -1.945
N -3.150 -0.122 -1.627
C -3.589 0.355 -0.452
O -2.904 0.970 0.351
C -5.020 0.018 -0.064
I -6.476 0.306 -1.607
H -2.180 -0.008 -1.908
H -3.757 -0.691 -2.193
H -5.313 0.648 0.766
H -5.075 -1.037 0.205